No. 1
Here is a structure of composition C2HFOTm in a non-equilibrium geometry from OMol25. Energies are from wB97M-V/def2-TZVPD.

The calculation puts the relative energy (zero: lowest compared OMol25 entry of this formula, charge and spin) at 0.000 eV. Its net charge is +1. The multiplicity is 3. The calculation puts the total energy at -36373.834 eV. The expectation value of S² is 2.00. For the highest occupied orbital energy (spin up / spin down), the calculation gives -0.4790 / -0.4779 Eh. The value obtained for the gap between HOMO and LUMO (spin up / spin down) is 6.06 / 5.99 eV.

```
6
C2HFOTm wB97M-V/def2-TZVPD
H -1.4932 2.1815 -0.6983
O -0.9860 1.5084 -1.2489
C -0.2161 -0.3628 0.1709
C -0.8553 0.5591 -0.3548
Tm 1.7836 -1.7546 0.0393
F 1.7669 -2.1315 2.0918
```

Atom charges from the Mulliken analysis, given in e for atoms 1 to 2:
1 H 0.4001
2 O -0.4166


No. 2
Here is a structure of composition C2HFeO3 in a non-equilibrium geometry from OMol25. Energies are from wB97M-V/def2-TZVPD.

The calculation puts the relative energy (zero: lowest compared OMol25 entry of this formula, charge and spin) at 0.000 eV. Its net charge is +2. The multiplicity is 6. The calculation puts the total energy at -42594.653 eV. The expectation value of S² is 8.76. For the highest occupied orbital energy (spin up / spin down), the calculation gives -0.6119 / -0.8570 Eh. The value obtained for the gap between HOMO and LUMO (spin up / spin down) is 3.55 / 10.39 eV.

```
7
C2HFeO3 wB97M-V/def2-TZVPD
C -0.0827 1.9527 0.5323
O 0.3246 1.4249 1.5285
C 0.2738 -1.0474 0.3862
O -0.1195 -0.6751 -0.6829
O 0.7844 -1.5945 1.2503
Fe -0.6671 -0.7396 -2.5048
H -1.0184 2.5587 0.4523
```

Atom charges from the Mulliken analysis, given in e for atoms 1 to 2:
1 C 0.1539
2 O -0.1629


No. 3
Here is a structure of composition C2HGaO3 in a non-equilibrium geometry from OMol25. Energies are from wB97M-V/def2-TZVPD.

The calculation puts the relative energy (zero: lowest compared OMol25 entry of this formula, charge and spin) at 0.000 eV. Its net charge is +3. The multiplicity is 2. The calculation puts the total energy at -60562.032 eV. The expectation value of S² is 0.75. For the highest occupied orbital energy (spin up / spin down), the calculation gives -1.0375 / -1.0835 Eh. The value obtained for the gap between HOMO and LUMO (spin up / spin down) is 8.87 / 8.68 eV.

```
7
C2HGaO3 wB97M-V/def2-TZVPD
O 0.8947 0.0158 1.2830
O 1.9048 -0.7084 -1.5580
O -0.9324 0.2355 0.3188
C 0.9148 -0.4360 -1.0195
C 0.2778 -0.3905 0.3006
Ga -2.4141 0.5057 -0.6076
H -0.6455 0.7779 1.2828
```

Atom charges from the Mulliken analysis, given in e for atoms 1 to 2:
1 O -0.1071
2 O 0.2433